Formula: C2H10BClMnO2
Source: OMol25
Level of theory: wB97M-V/def2-TZVPD

```
17
C2H10BClMnO2 (wB97M-V/def2-TZVPD)
Mn -1.221 1.413 -2.735
Cl -2.530 -0.722 -2.164
B -0.258 2.018 -0.795
H -0.818 1.111 -0.964
H -0.155 2.188 0.266
H 0.680 1.950 -1.323
H -0.892 2.783 -1.215
C -0.172 -1.187 1.218
C 1.165 -0.592 0.685
O 2.283 -1.455 0.860
O -0.762 -2.154 0.421
H -0.902 -0.387 1.340
H -0.078 -1.584 2.229
H 1.354 0.392 1.115
H 0.969 -0.421 -0.374
H 2.538 -1.586 1.776
H -1.200 -1.768 -0.341
```

- DFT total energy: -1868.585431 a.u.
- Lowest unoccupied orbital energy (alpha / beta): -2.54 / -2.72 eV
- HOMO (alpha / beta): -9.25 / -9.25 eV
- Total charge: 0
- 2S+1: 6
- Orbital gap (alpha / beta): 6.71 / 6.53 eV

Here are the Mulliken charges for atoms 1 to 8, given in e: 0.59, -0.56, 0.26, 0.16, -0.11, -0.15, -0.13, -0.37